71
Properties=species:S:1:pos:R:3 method="wB97M-V/def2-TZVPD" lumo_ha=0.0292 e_above_lowest_kcal_mol=6.1 gap_ev=8.65 multiplicity=1 charge=0 fmax_ev_per_a=0.552
H 1.003 -5.487 -2.554
C -1.486 0.205 -1.291
H 0.687 0.875 3.565
H 2.829 -0.691 -3.611
H 2.163 -2.026 -1.617
H -0.761 -3.743 -3.077
C -0.029 0.672 2.765
H 0.512 5.372 1.890
H -1.301 -5.897 -1.872
H 2.205 4.827 2.043
H -1.836 -4.544 2.676
C -0.343 -3.173 3.379
H -1.830 -3.960 -0.473
H -3.295 1.317 -1.617
C -1.109 4.688 -0.689
C 0.301 -1.825 3.051
C -0.580 3.206 2.448
H -0.951 -3.054 4.279
H 4.501 -3.156 -4.299
H -1.769 1.572 1.882
H -2.078 -5.464 0.402
H -1.440 -0.849 2.233
H -1.239 -0.640 3.973
H 2.158 3.877 -0.219
H 0.436 -0.665 -0.935
H 1.344 -4.624 -1.058
H -3.065 4.094 -1.219
H 0.779 -1.991 -3.778
C -0.405 -4.316 1.099
H 3.207 -2.478 -5.288
C -2.247 1.353 -1.359
H 3.004 -3.428 -2.278
C -1.619 2.560 -1.080
C 3.382 -1.588 -3.321
H 4.692 -1.565 -5.037
N -2.107 3.832 -1.061
C 0.566 -4.836 -1.792
C -0.246 2.625 -0.735
H 1.537 5.533 -0.319
C 1.230 4.601 1.602
C 2.454 -2.523 -2.546
C 3.980 -2.238 -4.563
H 0.511 0.603 1.818
C 0.113 -3.537 -2.453
C 0.502 1.448 -0.697
C -1.216 -3.746 2.261
H -1.890 -2.974 1.887
H 1.057 -1.607 3.810
H 0.444 -3.896 3.610
H 1.453 -3.585 -4.132
H -1.297 5.740 -0.590
C 1.194 -2.897 -3.326
C 0.052 4.001 -0.488
C -0.575 -5.596 -1.112
H 1.558 1.472 -0.466
O -1.343 4.147 2.542
H 0.208 -5.145 1.461
N 0.731 3.359 2.148
H -1.652 1.810 3.617
C -0.705 -0.676 3.021
C -0.128 0.255 -0.969
H -0.191 -2.823 -1.686
H -1.944 -0.752 -1.496
H 0.813 -1.882 2.089
H 0.266 -3.549 0.713
C 1.333 4.533 0.065
H 1.280 2.537 1.958
H -0.166 -6.508 -0.670
C -1.067 1.786 2.694
H 4.195 -1.276 -2.661
C -1.313 -4.811 -0.026